1.
Here is a cluster of 2 separate species, C19H40O6S in total from OMol25. Energies are from the ωB97M-V functional and the def2-TZVPD basis.

```
66
Properties=species:S:1:pos:R:3:lowdin_charge:R:1
C 4.435 -2.596 0.863 -0.125
O 4.896 -1.276 0.564 -0.199
C 3.912 -0.331 0.985 -0.237
C 2.702 -0.290 -0.025 -0.170
C 1.995 1.116 0.009 -0.194
C 2.234 1.854 -1.349 -0.193
C 1.019 2.807 -1.629 -0.211
C 1.055 4.088 -0.722 -0.201
C -0.378 4.743 -0.672 -0.209
C -1.116 4.437 0.680 -0.208
C -2.657 4.671 0.596 -0.208
C -3.417 3.323 0.272 -0.193
C -3.474 2.409 1.544 -0.184
C -3.023 0.920 1.330 -0.157
C -3.357 0.318 -0.074 -0.280
C -3.915 -1.155 0.001 -0.128
C -4.396 -1.755 -1.372 -0.222
O -4.445 -0.811 -2.460 -0.338
S -2.926 -0.439 -3.062 0.996
O -2.588 -1.391 -4.140 -0.403
O -1.939 -0.889 -1.782 -0.332
C -1.983 0.221 -0.862 -0.240
H 3.586 -2.884 0.199 0.080
H 4.104 -2.668 1.925 0.095
H 5.249 -3.321 0.677 0.085
H 3.550 -0.583 2.011 0.120
H 4.380 0.678 1.010 0.122
H 3.108 -0.509 -1.031 0.111
H 2.026 -1.123 0.271 0.102
H 2.382 1.680 0.879 0.105
H 0.906 0.946 0.147 0.084
H 2.277 1.123 -2.186 0.106
H 3.168 2.454 -1.373 0.117
H 0.946 3.090 -2.702 0.116
H 0.098 2.257 -1.325 0.077
H 1.291 3.783 0.324 0.099
H 1.845 4.790 -1.056 0.108
H -0.240 5.839 -0.777 0.107
H -0.942 4.378 -1.557 0.105
H -0.836 3.407 0.995 0.103
H -0.686 5.137 1.425 0.112
H -2.832 5.319 -0.297 0.106
H -3.092 5.204 1.461 0.107
H -4.458 3.633 0.041 0.110
H -2.888 2.883 -0.593 0.093
H -2.757 2.849 2.277 0.102
H -4.456 2.433 2.063 0.110
H -1.956 0.807 1.621 0.109
H -3.586 0.307 2.076 0.109
H -4.101 0.915 -0.636 0.134
H -3.072 -1.799 0.348 0.124
H -4.697 -1.230 0.788 0.114
H -5.439 -2.108 -1.224 0.126
H -3.768 -2.615 -1.687 0.120
H -1.794 1.172 -1.405 0.088
H -1.134 0.073 -0.163 0.114
C 3.488 -6.089 0.285 -0.248
C 2.854 -7.387 0.750 -0.236
O 2.299 -7.207 2.055 -0.072
O 4.492 -5.680 1.206 -0.079
H 3.948 -6.205 -0.697 0.124
H 2.734 -5.293 0.235 0.109
H 3.609 -8.169 0.834 0.124
H 2.070 -7.717 0.063 0.119
H 1.533 -6.632 1.968 0.089
H 4.159 -5.913 2.081 0.081
```

HOMO energy   -0.3485 hartree
Net charge   0

=====

2.
Here is the ion C4H9N2OS with charge -1 from OMol25. Energies are from the ωB97M-V functional and the def2-TZVPD basis.

```
17
Properties=species:S:1:pos:R:3:lowdin_charge:R:1
N 1.326 -0.166 2.542 -0.001
C 0.852 -0.249 1.198 -0.231
C 0.211 0.996 0.709 -0.500
O 0.047 1.945 1.505 -0.021
N -0.234 1.084 -0.552 0.046
C -0.256 -0.017 -1.541 -0.304
C -1.594 -0.823 -1.533 -0.862
S -1.541 -2.171 -2.677 0.111
H 2.267 -0.515 2.629 0.057
H 1.279 0.742 2.990 0.060
H 1.659 -0.558 0.515 0.118
H 0.126 -1.075 1.000 0.126
H -0.594 1.988 -0.810 0.135
H -0.136 0.538 -2.485 0.100
H 0.647 -0.611 -1.381 0.083
H -2.328 -0.004 -1.655 0.044
H -1.732 -1.103 -0.453 0.041
```

ΔE to the lowest compared entry with this formula, charge and spin   17.0 kcal per mole
HOMO energy   -0.1002 hartree
Net charge   -1

=====

Calculated Kohn-Sham gap (eV), listed in the same order as above: 9.92 6.27